The following is a quantum chemistry calculation of one molecule with the formula C8H12BrNO3S, from the OMol25 dataset.

The geometry in ORCA input format:
```
! wB97M-V def2-TZVPD RIJCOSX def2/J DEFGRID3
* xyz 0 1
C -1.8258 -2.6168 0.3658
C -1.9572 -0.5673 -0.1985
C -0.6575 -0.8602 -0.0676
C 1.1586 -0.2324 -1.7265
C 1.8187 -1.1008 0.6246
C 1.8179 2.2023 1.1233
C -2.6488 0.6947 -0.5357
C 0.8169 -0.3152 -0.2280
N -2.6831 -1.6755 0.0352
O -0.1162 2.0171 -0.6971
O -0.5173 1.1751 1.5581
O -0.5581 -2.1874 0.3530
S 0.3688 1.3393 0.4554
Br -4.5051 0.4053 -0.4934
H -2.0131 -3.5360 0.7788
H 0.8505 0.7279 -2.1739
H 2.1701 -0.2588 -1.8587
H 0.5245 -1.0429 -2.2536
H 2.8668 -0.9218 0.1235
H 1.7383 -0.7380 1.7060
H 1.6479 -2.2177 0.5522
H 2.6072 1.5165 1.0730
H 2.1314 2.9418 0.4282
H 1.6222 2.6940 2.0046
H -2.3866 1.3064 -1.3240
H -2.2710 1.2501 0.3755
*
```

Output
SMILES: CC(C)(c1ocnc1CBr)S(C)(=O)=O
Energy in hartree: -3564.6121
Max |F| in eV Å⁻¹: 3.896
HOMO-LUMO gap in eV: 9.28
E_HOMO in eV: -8.9

---

The following is a quantum chemistry calculation of C8H12CaF12O16S4 as an isolated structure, from the OMol25 dataset.

The geometry in ORCA input format:
```
! wB97M-V def2-TZVPD RIJCOSX def2/J DEFGRID3
* xyz -2 1
Ca -0.0473 0.2174 -0.4951
C 3.6722 -1.9767 1.0455
F 4.1696 -2.2194 -0.1655
F 4.3887 -2.6801 1.9787
F 3.7368 -0.6802 1.3917
S 1.7865 -2.5690 1.1339
O 1.0241 -1.5445 0.4476
O 1.6500 -3.8783 0.4853
O 1.3058 -2.6918 2.5423
C 2.6438 2.2449 3.1725
F 2.6929 2.7960 4.4033
F 2.7291 3.2006 2.2846
F 3.6606 1.4065 3.0675
S 0.9459 1.2665 2.8760
O -0.1436 2.1086 3.4769
O 0.8808 0.9726 1.4578
O 1.0567 -0.0386 3.5575
C -4.0156 -0.8461 -1.8534
F -3.4902 -2.1073 -1.9590
F -5.2069 -0.9081 -2.5054
F -4.1724 -0.3823 -0.6127
S -2.8925 0.4345 -2.7763
O -1.6605 0.5737 -1.9576
O -2.7133 -0.1213 -4.1474
O -3.7017 1.6746 -2.7666
C -2.7793 -3.4075 1.6340
F -3.1842 -3.9321 2.7741
F -1.7049 -4.0907 1.1937
F -3.7310 -3.4625 0.7150
S -2.1786 -1.5564 1.9392
O -3.3744 -0.8239 2.3662
O -1.1664 -1.6145 2.9728
O -1.6792 -1.0312 0.6393
C -0.2526 3.5779 -0.6646
C -1.6407 3.1841 -0.0850
O -1.7242 1.8892 0.5674
O 0.3609 2.4847 -1.2962
H 0.3970 3.8837 0.1556
H -0.2416 4.4348 -1.3383
H -2.3571 3.0257 -0.8911
H -1.9912 3.9856 0.5653
H -2.4366 1.8423 1.2091
H 1.0180 2.7931 -1.9244
C 2.6306 0.0925 -2.4289
C 1.7934 -1.1312 -2.9427
O 0.4630 -1.2234 -2.3849
O 2.2780 0.4083 -1.0708
H 2.4099 0.9608 -3.0497
H 3.6887 -0.1674 -2.3973
H 2.2544 -2.1049 -2.7771
H 1.8111 -1.1261 -4.0325
H -0.0430 -1.8768 -2.8734
H 3.0806 0.7339 -0.6569
*
```

Output
Relative energy (zero: lowest compared OMol25 entry of this formula, charge and spin) in eV: 3.558
Energy in hartree: -4984.8782
Max |F| in eV Å⁻¹: 5.591
HOMO-LUMO gap in eV: 6.72
E_HOMO in eV: -3.1

---

The following is a quantum chemistry calculation of C8H12Cl2GaN2O3STm as an isolated structure, from the OMol25 dataset.

The geometry in ORCA input format:
```
! wB97M-V def2-TZVPD RIJCOSX def2/J DEFGRID3
* xyz 4 3
Ga -0.0675 0.0695 -7.6981
Tm -0.5000 0.1359 -2.3801
Cl -0.3168 0.4105 -5.4612
Cl 1.8421 -0.2696 -2.9059
C -0.3409 -1.3953 -0.7265
C -0.4199 0.8800 -9.4281
C 0.5366 -1.4671 -8.7538
O -0.2371 -2.1342 0.1698
O -0.6222 1.3191 -10.4995
O 0.8539 -2.3566 -9.4488
C 2.2391 -0.7024 3.6062
C 1.7584 0.5339 2.8907
N 0.9960 0.1014 1.6754
C -0.0376 0.8876 1.3271
S -0.1961 1.6737 -0.1956
N -0.9356 1.1377 2.3233
C -1.7665 -0.0455 2.7503
C -2.3556 0.3208 4.0950
H 1.6065 -1.5773 3.4218
H 2.2366 -0.5202 4.6824
H 3.2679 -0.9457 3.3198
H 1.0840 1.1275 3.5251
H 2.6094 1.1837 2.6106
H 1.5236 -0.3479 0.9140
H -1.4883 1.9800 2.1191
H -2.5416 -0.2470 1.9921
H -1.1757 -0.9735 2.7681
H -3.3537 0.7530 3.9569
H -2.4521 -0.5821 4.7029
H -1.7469 1.0503 4.6471
*
```

Output
Energy in hartree: -4974.0665
Max |F| in eV Å⁻¹: 10.545
HOMO-LUMO gap (alpha / beta) in eV: 1.89 / 1.89
E_HOMO (alpha / beta) in eV: -19.7 / -19.7

---

The following is a quantum chemistry calculation of C8H12Cl3F2N2NiSSi as an isolated structure, from the OMol25 dataset.

The geometry in ORCA input format:
```
! wB97M-V def2-TZVPD RIJCOSX def2/J DEFGRID3
* xyz -1 1
Ni 0.6654 0.5423 1.0964
S 5.3303 0.4532 1.1780
C 3.7274 0.5044 1.0681
N 2.5629 0.5480 0.9820
F 1.5829 3.0896 0.7327
C 0.6299 2.4047 1.4724
F -0.4935 3.2066 1.3237
H 0.9339 2.5238 2.5286
C -0.2030 -1.0045 -1.6143
Si -1.0725 0.5303 -0.9255
C -2.8729 0.5385 -1.5778
C -0.2395 2.0420 -1.7221
C -1.2264 0.5622 0.9896
H -0.2495 -1.0115 -2.7042
H -0.6562 -1.9261 -1.2574
H 0.8506 -1.0308 -1.3312
H -2.8657 0.5610 -2.6693
H -3.4215 1.4116 -1.2273
H -3.4122 -0.3557 -1.2664
H -0.3147 1.9778 -2.8096
H 0.8189 2.0877 -1.4681
H -0.7012 2.9768 -1.4069
H -1.6444 -0.3670 1.3904
H -1.8218 1.3993 1.3427
Cl 2.3342 -4.6297 1.1358
C 0.8164 -3.9053 1.4965
Cl -0.0894 -4.6898 2.7317
Cl -0.4305 -4.5575 -0.3555
C 0.7722 -2.5149 1.4746
N 0.6897 -1.3672 1.3925
*
```

Output
Energy in hartree: -4197.8430
Max |F| in eV Å⁻¹: 3.217
HOMO-LUMO gap (alpha / beta) in eV: 4.19 / 4.19
E_HOMO (alpha / beta) in eV: -4.6 / -4.6

---

The following is a quantum chemistry calculation of C8H12Cl6CuF6O6S2 as an isolated structure, from the OMol25 dataset.

The geometry in ORCA input format:
```
! wB97M-V def2-TZVPD RIJCOSX def2/J DEFGRID3
* xyz 0 2
Cu -0.7201 -0.7304 0.4878
C -4.4045 -1.7364 -1.7026
F -3.5016 -2.4573 -2.3566
F -5.0850 -0.9650 -2.5831
F -5.3098 -2.5260 -0.9951
S -3.5209 -0.6771 -0.3287
O -4.4656 0.2612 0.3381
O -2.7623 -1.6255 0.5194
O -2.4825 0.0460 -1.0240
C 2.4823 -3.1608 2.0895
F 3.8095 -2.9426 2.1761
F 2.1471 -3.7910 1.0193
F 2.0516 -3.8181 3.2034
S 1.5106 -1.5167 2.1998
O 1.9873 -0.8189 3.3783
O 1.5980 -0.7531 0.9356
O 0.0583 -1.7319 2.2746
Cl -0.2935 -2.5213 -1.2377
C 1.1143 -2.9014 -2.2184
C 1.3041 -1.9851 -3.4492
Cl 2.0646 -0.4786 -2.8711
H 0.8729 -3.9188 -2.5259
H 1.9658 -2.8790 -1.5382
H 0.4809 -1.6557 -4.0833
H 1.9460 -2.4451 -4.2005
Cl -1.4382 1.1457 2.0625
C -0.6833 2.2204 3.3184
C -1.0316 3.6696 3.1115
Cl -0.4486 4.2009 1.4719
H 0.3862 2.0440 3.2035
H -1.0930 1.8996 4.2762
H -0.5892 4.2686 3.9075
H -2.0921 3.9138 3.0487
Cl 0.5989 1.5039 -0.7308
C 1.8528 2.6998 -0.7416
C 1.9153 3.3813 -2.1592
Cl 0.5481 4.4264 -2.5494
H 2.8102 2.3207 -0.3842
H 1.5416 3.5650 -0.1563
H 2.0050 2.5797 -2.8922
H 2.8702 3.8895 -2.2939
*
```

Output
Relative energy (zero: lowest compared OMol25 entry of this formula, charge and spin) in eV: 1.466
Energy in hartree: -6560.6001
Max |F| in eV Å⁻¹: 3.795
HOMO-LUMO gap (alpha / beta) in eV: 10.77 / 6.59
E_HOMO (alpha / beta) in eV: -10.5 / -10.4

---

The following is a quantum chemistry calculation of one molecule with the formula C8H12ClP, from the OMol25 dataset.

The geometry in ORCA input format:
```
! wB97M-V def2-TZVPD RIJCOSX def2/J DEFGRID3
* xyz 0 1
C 0.1419 0.4903 0.7028
C 0.8831 0.5682 -0.5123
C -0.4829 -0.7025 0.7542
C 0.8372 -0.5394 -1.3167
C 0.2595 1.6533 1.7427
C 1.7691 1.7213 -0.8678
C -1.2741 -1.3118 1.8846
C -1.3170 -1.6281 -1.9281
P -0.1194 -1.8906 -0.5553
Cl 1.6362 -0.7253 -2.8155
H 0.7833 1.3449 2.5938
H -0.7221 2.0237 1.9699
H 0.7649 2.4806 1.2751
H 2.1272 1.5443 -1.8585
H 2.5105 1.6729 -0.0241
H 1.1259 2.5807 -1.0096
H -0.6970 -2.1679 2.2206
H -2.2383 -1.6676 1.6488
H -1.4019 -0.7089 2.8475
H -0.9223 -2.0548 -2.7816
H -1.3572 -0.5663 -2.1620
H -2.3067 -2.1169 -1.8085
*
```

Output
Relative energy (zero: lowest compared OMol25 entry of this formula, charge and spin) in eV: 0.539
SMILES: CC1=C(C)C(Cl)=P(C)=C1C
Energy in hartree: -1113.5148
Max |F| in eV Å⁻¹: 3.277
HOMO-LUMO gap in eV: 8.56
E_HOMO in eV: -7.9